(1)
This record from OMol25 describes C2H7NO2 in the gas phase. The level of theory is ωB97M-V/def2-TZVPD.

```
12
Properties=species:S:1:pos:R:3
C -1.14033 0.64894 0.36663
N 0.42776 0.33999 0.51697
O 0.47551 -0.95177 1.19657
C 0.92123 0.10117 -0.81695
O 0.05155 -0.85040 -1.46227
H -1.46756 0.75343 1.40299
H -1.21673 1.61087 -0.14283
H -1.79981 -0.10494 -0.06856
H 0.97115 -0.72453 2.00371
H 1.93493 -0.31198 -0.81008
H 0.91123 1.01955 -1.40994
H -0.06893 -1.53031 -0.77624
```

Gap between HOMO and LUMO = 10.669 eV
HOMO level = -9.81 eV
Net charge = 0
LUMO = 0.0317 Eh
F_max = 2.791 eV Å⁻¹

(2)
This record from OMol25 describes 2 unconnected molecules or ions with the total composition C2H7NO2S. The level of theory is ωB97M-V/def2-TZVPD.

```
13
Properties=species:S:1:pos:R:3
N -0.87126 0.54060 -2.18180
C -1.56852 1.40359 -1.34329
O -1.51564 2.61767 -1.41088
O -2.30425 0.79941 -0.37852
H -0.60177 0.97651 -3.04437
H -1.12046 -0.44351 -2.29058
H -1.90463 -0.06011 -0.17293
C 1.83975 -1.22407 2.20672
S 0.74971 -1.09994 0.70978
H 1.64450 -2.17822 2.64320
H 2.89872 -1.09056 1.97677
H 1.60129 -0.39672 2.92076
H 1.15254 0.15534 0.36515
```

Gap between HOMO and LUMO = 10.013 eV
HOMO level = -9.49 eV
Net charge = 0
LUMO = 0.0193 Eh
F_max = 1.806 eV Å⁻¹

(3)
This record from OMol25 describes 2 unconnected molecules or ions with the total composition C2H7NO2S. The level of theory is ωB97M-V/def2-TZVPD.

```
13
Properties=species:S:1:pos:R:3
C -2.02705 1.68472 0.35612
S -1.47483 0.16823 -0.03474
O -1.97866 -0.77643 0.93117
O -1.50825 -0.37262 -1.40810
H -2.26069 1.75975 1.36589
H -1.50331 2.55264 -0.03872
C 2.04269 -0.45691 -0.21215
N 0.70359 -0.88744 0.18965
H 2.59853 -1.10903 -0.91383
H 1.83750 0.39927 -0.93381
H 2.62038 -0.10997 0.61577
H 0.25313 -1.13138 -0.68275
H 0.69698 -1.72084 0.76550
```

Gap between HOMO and LUMO (spin up / spin down) = 8.757 / 8.758 eV
HOMO level (spin up / spin down) = -9.56 / -9.56 eV
Net charge = 0
LUMO (spin up / spin down) = -0.0296 / -0.0296 Eh
F_max = 3.496 eV Å⁻¹

(4)
This record from OMol25 describes 2 unconnected molecules or ions with the total composition C2H7NO2S. The level of theory is ωB97M-V/def2-TZVPD.

```
13
Properties=species:S:1:pos:R:3
C -1.68190 0.37846 0.65841
C 0.80221 0.45307 -1.03279
N 0.21006 0.18578 -2.09500
O 0.87353 -1.67288 0.74215
O 2.96784 -0.37896 0.42829
S 1.93942 -1.05242 -0.37395
H -0.78461 -0.28441 0.66786
H -2.69248 0.10198 0.36091
H -1.83709 0.42565 1.73713
H 0.90869 1.37962 -0.39736
H -0.43347 0.78833 -2.51824
H 1.14167 -1.58742 1.72164
H -1.41387 1.26319 0.10094
```

Gap between HOMO and LUMO = 9.649 eV
HOMO level = -9.19 eV
Net charge = 0
LUMO = 0.0168 Eh
F_max = 2.331 eV Å⁻¹

(5)
This record from OMol25 describes a molecular structure, C2H7NO3. The level of theory is ωB97M-V/def2-TZVPD.

```
13
Properties=species:S:1:pos:R:3
C -0.80419 0.19776 -0.38019
C 1.66527 -0.42406 0.51171
N 0.24493 0.92440 -0.81558
O -1.87618 0.87626 0.18955
O -1.24184 -0.77800 -1.25485
O -0.18175 -0.73271 0.86981
H -2.65214 0.30627 0.10668
H -0.76999 -0.59808 -2.07859
H -0.38156 -0.20838 1.66170
H 0.22709 1.83628 -0.36420
H 1.83957 -0.94977 -0.41303
H 2.09159 0.56501 0.56334
H 1.83919 -1.01497 1.40365
```

Gap between HOMO and LUMO = 8.221 eV
HOMO level = -8.06 eV
Net charge = 0
LUMO = 0.0060 Eh
F_max = 2.346 eV Å⁻¹

(6)
This record from OMol25 describes 2 unconnected molecules or ions with the total composition C2H7NO3. The level of theory is ωB97M-V/def2-TZVPD.

```
13
Properties=species:S:1:pos:R:3
C -1.95045 -0.14852 -1.70162
N -0.96413 -1.24000 -1.90660
C 0.32819 -1.04699 -1.81037
O 0.79081 -0.03027 -1.13174
O 1.14547 -1.82373 -2.39154
H -1.46514 0.78460 -1.93191
H -2.72655 -0.25279 -2.45181
H -2.25742 -0.20648 -0.66375
H -1.21625 -2.06012 -2.45571
H 1.56819 0.37661 -1.55141
H 1.54912 1.69075 5.66757
H 2.69826 2.31002 6.50363
O 2.49990 1.64693 5.82527
```

Gap between HOMO and LUMO (spin up / spin down) = 9.278 / 3.666 eV
HOMO level (spin up / spin down) = -13.23 / -13.23 eV
Net charge = +1
LUMO (spin up / spin down) = -0.1453 / -0.3515 Eh
F_max = 1.416 eV Å⁻¹
Spin multiplicity = 2

(7)
This record from OMol25 describes 3 unconnected molecules or ions with the total composition C2H7NO4. The level of theory is ωB97M-V/def2-TZVPD.

```
14
Properties=species:S:1:pos:R:3
O 1.89367 2.45333 0.66502
C 1.59542 1.94272 -0.39341
N 0.70197 0.86132 -0.34777
C 0.41778 0.05842 0.71110
O 0.51247 0.16501 1.94511
H 1.94050 2.30836 -1.42096
H 0.24242 0.55170 -1.29571
H -0.17710 -0.70399 0.22271
H -1.04231 -2.87236 3.56472
H -1.41066 -4.06317 2.79056
O -1.84514 -3.42782 3.39404
H -0.46347 0.31812 -3.56341
H -1.47017 1.52118 -3.38478
O -0.89537 0.88717 -2.88723
```

Gap between HOMO and LUMO (spin up / spin down) = 2.775 / 9.644 eV
HOMO level (spin up / spin down) = 0.29 / -6.65 eV
Net charge = -1
LUMO (spin up / spin down) = 0.1128 / 0.1100 Eh
F_max = 3.017 eV Å⁻¹
Spin multiplicity = 2

(8)
This record from OMol25 describes 2 unconnected molecules or ions with the total composition C2H7NS. The level of theory is ωB97M-V/def2-TZVPD.

```
11
Properties=species:S:1:pos:R:3
C 0.87874 -1.24329 2.29821
N 0.08718 -0.49377 1.66433
C -1.20032 -0.99925 1.32347
H 1.93110 -0.98305 2.37106
H 0.56418 -2.25736 2.57577
H -1.45645 -2.04701 1.51141
H -1.94746 -0.43268 1.89832
H -1.55648 -0.74796 0.32065
S 1.31379 2.62202 -4.37727
H 0.02092 2.98264 -4.31118
H 1.36482 3.59972 -5.27476
```

Gap between HOMO and LUMO = 10.755 eV
HOMO level = -9.74 eV
Net charge = 0
LUMO = 0.0371 Eh
F_max = 2.283 eV Å⁻¹

(9)
This record from OMol25 describes 2 unconnected molecules or ions with the total composition C2H7NS2. The level of theory is ωB97M-V/def2-TZVPD.

```
12
Properties=species:S:1:pos:R:3
C 5.08084 1.91634 -3.09601
N 4.60909 2.18243 -1.96627
H 6.03087 1.40725 -3.30596
H 4.70171 2.07531 -4.06974
H 3.84053 2.75325 -1.79246
C -3.87568 -2.13995 1.30464
S -3.55440 -0.24358 1.77369
S -2.30830 0.02048 3.28628
H -3.19946 -2.77304 1.80616
H -3.66216 -2.30039 0.16701
H -4.94028 -2.38950 1.59667
H -2.72274 -0.50860 4.29598
```

Gap between HOMO and LUMO (spin up / spin down) = 1.815 / 6.782 eV
HOMO level (spin up / spin down) = 0.77 / -4.20 eV
Net charge = -1
LUMO (spin up / spin down) = 0.0950 / 0.0949 Eh
F_max = 5.765 eV Å⁻¹
Spin multiplicity = 2

(10)
This record from OMol25 describes 2 unconnected molecules or ions with the total composition C2H7NS2. The level of theory is ωB97M-V/def2-TZVPD.

```
12
Properties=species:S:1:pos:R:3
C -1.61182 -2.15864 0.74033
C -0.39272 -2.38483 1.29093
N 0.70848 -3.11091 0.78679
H -1.80726 -2.25044 -0.33234
H -2.42651 -1.92523 1.43452
H -0.20539 -1.98649 2.28934
H 0.48714 -3.68909 -0.00983
H 1.30881 -3.49397 1.48807
S 0.77639 1.08036 -0.15388
S -0.18328 2.59031 -1.18811
H 0.19245 0.06006 -0.77196
H 0.02884 3.59155 -0.32098
```

Gap between HOMO and LUMO = 8.706 eV
HOMO level = -8.16 eV
Net charge = 0
LUMO = 0.0201 Eh
F_max = 1.938 eV Å⁻¹

Values for energy relative to the best compared isomer or geometry (same formula, charge and spin), kcal/mol, ordered as above
75.6, 3.0, 89.7, 76.1, 108.9, 18.5, 18.9, 28.1, 66.7, 29.6